No. 1
ORCA calculation (ωB97M-V/def2-TZVPD) on a structure of composition C24H50Cl2O4P2Si2W at a distorted geometry.

Geometry as ORCA input:
```
! wB97M-V def2-TZVPD RIJCOSX def2/J DEFGRID3
* xyz 0 3
W 0.345 -0.078 -0.241
C -0.376 2.296 0.267
C 0.917 1.915 0.819
C 1.770 1.553 -0.272
Si 1.188 2.184 2.684
C 0.993 1.571 -1.476
C -0.348 1.956 -1.146
Si -1.886 2.243 -2.233
H -2.772 3.279 1.578
H 2.826 1.382 -0.232
H 1.390 1.415 -2.458
Cl 4.665 -0.176 -2.758
C -3.167 3.440 -1.573
C -1.348 2.798 -3.936
C 0.012 3.361 3.546
C 2.951 2.725 2.978
H -0.940 3.814 -3.840
H -2.214 2.849 -4.610
H -0.583 2.171 -4.405
H -3.948 2.938 -0.990
H -3.662 3.976 -2.394
H -2.685 4.180 -0.924
H 3.076 3.718 2.524
H 3.711 2.059 2.556
H 3.133 2.822 4.057
H -0.273 4.158 2.849
H 0.495 3.823 4.417
H -0.905 2.870 3.889
C -2.618 0.505 -2.188
C 0.789 0.444 3.296
P -1.261 -0.720 -2.127
H -3.297 0.343 -3.038
H -3.214 0.412 -1.268
P 1.330 -0.759 2.030
H -0.305 0.380 3.411
H 1.247 0.265 4.281
C 0.973 -2.422 2.760
C 3.253 -0.672 2.067
C -0.456 -0.590 -3.865
C -2.088 -2.375 -2.172
C -2.218 -2.965 -0.762
H -1.388 -2.997 -2.758
C -3.455 -2.354 -2.878
H -4.171 -1.728 -2.325
H -3.835 -3.385 -2.899
H -3.397 -1.995 -3.912
H -1.295 -3.470 -0.446
H -3.013 -3.726 -0.757
H -2.479 -2.208 -0.003
H 0.054 0.388 -3.833
C -1.477 -0.595 -5.008
C 0.614 -1.655 -4.112
H -2.282 0.141 -4.900
H -1.917 -1.589 -5.143
H -0.938 -0.353 -5.935
H 1.526 -1.485 -3.530
H 0.903 -1.606 -5.172
H 0.239 -2.669 -3.912
H 3.467 0.302 1.594
C 3.927 -1.747 1.213
C 3.833 -0.693 3.486
H 3.389 0.040 4.170
H 4.906 -0.462 3.407
H 3.752 -1.692 3.931
H 3.830 -1.559 0.140
H 3.556 -2.755 1.449
H 5.005 -1.725 1.432
C -0.380 -2.951 2.267
C 1.030 -2.435 4.297
H 1.777 -3.065 2.358
H 0.243 -1.794 4.720
H 1.999 -2.111 4.691
H 0.856 -3.469 4.628
H -1.158 -2.169 2.227
H -0.736 -3.736 2.952
H -0.302 -3.411 1.273
C 1.373 -1.587 -0.879
H 2.080 -0.858 -1.324
H 1.903 -2.232 -0.170
H 0.955 -2.217 -1.665
O -3.128 1.929 3.845
Cl -4.170 2.194 2.859
O -5.417 2.673 3.424
O -3.635 3.580 2.013
O -1.367 2.733 0.924
*
```

Values from the calculation:
- Kohn-Sham gap (alpha / beta): 5.62 / 5.13 eV
- ⟨S²⟩: 2.01
- E_HOMO (alpha / beta): -0.25574 / -0.25578 Eh
- Energy relative to the best compared isomer or geometry (same formula, charge and spin): 0.0 kJ/mol

Mulliken atomic charge list, values in e, 8 entries: atom 1 (W): 1.54, atom 2 (C): -0.25, atom 3 (C): 0.24, atom 4 (C): -0.01, atom 5 (Si): -0.07, atom 6 (C): -0.09, atom 7 (C): 0.24, atom 8 (Si): -0.22

No. 2
ORCA calculation (ωB97M-V/def2-TZVPD) on a cluster of 2 separate species, C5H14N2 in total at a distorted geometry.

Geometry as ORCA input:
```
! wB97M-V def2-TZVPD RIJCOSX def2/J DEFGRID3
* xyz 0 1
C -1.433 1.611 0.438
C -1.151 0.496 -0.544
C -0.572 0.896 -1.880
N -1.594 -0.737 -0.439
N -2.259 -1.026 0.713
H -1.478 1.243 1.465
H -2.389 2.076 0.185
H -0.643 2.364 0.377
H -1.374 1.261 -2.526
H 0.174 1.683 -1.746
H -0.098 0.034 -2.358
H -1.598 -1.396 1.400
H -2.905 -1.802 0.544
C 2.725 -1.265 0.274
C 1.617 -0.400 0.825
H 2.475 -2.326 0.376
H 3.660 -1.084 0.811
H 2.897 -1.046 -0.785
H 1.840 0.662 0.688
H 1.453 -0.589 1.889
H 0.654 -0.659 0.295
*
```

Values from the calculation:
- Kohn-Sham gap: 9.37 eV
- E_HOMO: -0.30491 Eh
- Energy relative to the best compared isomer or geometry (same formula, charge and spin): 170.5 kJ/mol

natural (NBO) atomic charge list, values in e, 8 entries: atom 1 (C): -0.70, atom 2 (C): 0.30, atom 3 (C): -0.66, atom 4 (N): -0.31, atom 5 (N): -0.69, atom 6 (H): 0.24, atom 7 (H): 0.24, atom 8 (H): 0.22

No. 3
ORCA calculation (ωB97M-V/def2-TZVPD) on an isolated molecule of CHBrN2 at a distorted geometry.

Geometry as ORCA input:
```
! wB97M-V def2-TZVPD RIJCOSX def2/J DEFGRID3
* xyz 0 1
N -1.400 2.535 -0.395
C -0.887 1.517 -0.460
N -0.198 -0.071 -0.714
Br -1.729 -1.316 -0.822
H 0.390 -0.335 0.238
*
```

Values from the calculation:
- Kohn-Sham gap: 9.43 eV
- E_HOMO: -0.39820 Eh
- Energy relative to the best compared isomer or geometry (same formula, charge and spin): 171.8 kJ/mol

From a natural (NBO) analysis of the wavefunction, the atomic charges in e read: atom 1 (N): -0.36, atom 2 (C): 0.39, atom 3 (N): -0.67, atom 4 (Br): 0.21, atom 5 (H): 0.42

No. 4
ORCA calculation (ωB97M-V/def2-TZVPD) on a cluster of 2 separate species, C6H11NO in total at a distorted geometry.

Geometry as ORCA input:
```
! wB97M-V def2-TZVPD RIJCOSX def2/J DEFGRID3
* xyz 0 1
C -1.184 -2.253 -1.255
C -1.003 -1.307 -0.058
C 0.381 -0.529 -0.208
C 0.444 0.663 -1.078
C 1.671 1.257 -0.679
N 2.325 0.427 0.237
C 1.571 -0.746 0.490
H -0.315 -2.920 -1.329
H -2.081 -2.866 -1.346
H -1.275 -1.520 -2.090
H -1.641 -0.500 -0.158
H -0.979 -1.845 0.867
H -0.357 1.067 -1.583
H 2.162 2.158 -1.116
H 3.317 0.504 0.292
H 2.005 -1.660 0.863
O -1.763 3.048 2.618
H -1.031 3.479 2.272
H -2.244 3.542 3.262
*
```

Values from the calculation:
- Kohn-Sham gap: 9.03 eV
- E_HOMO: -0.29687 Eh
- Energy relative to the best compared isomer or geometry (same formula, charge and spin): 187.5 kJ/mol

natural (NBO) atomic charge list, values in e, 8 entries: atom 1 (C): -0.60, atom 2 (C): -0.41, atom 3 (C): -0.04, atom 4 (C): -0.33, atom 5 (C): -0.05, atom 6 (N): -0.52, atom 7 (C): -0.12, atom 8 (H): 0.20

No. 5
ORCA calculation (ωB97M-V/def2-TZVPD) on the ion C7H19NOP with charge +1 at a distorted geometry.

Geometry as ORCA input:
```
! wB97M-V def2-TZVPD RIJCOSX def2/J DEFGRID3
* xyz 1 1
C 3.958 -0.341 -0.631
C 2.998 0.536 0.216
C 1.603 0.364 -0.368
C 0.582 1.045 0.486
P -1.177 0.511 -0.201
C -2.585 1.938 0.298
O -1.270 0.627 -1.784
N -1.352 -1.077 0.053
C -1.122 -1.620 1.385
C -2.528 -1.760 -0.472
H 3.634 -1.333 -0.470
H 4.954 -0.226 -0.352
H 3.943 0.005 -1.657
H 3.298 1.624 0.106
H 2.917 0.150 1.274
H 1.656 0.705 -1.338
H 1.365 -0.663 -0.362
H 0.536 2.109 0.276
H 0.623 0.886 1.572
H -2.854 1.974 1.294
H -3.420 1.457 -0.362
H -2.238 2.886 -0.191
H -1.961 1.258 -1.991
H -0.315 -1.073 1.992
H -1.938 -1.400 1.966
H -0.703 -2.639 1.261
H -3.421 -2.052 0.193
H -2.979 -1.214 -1.412
H -2.206 -2.678 -0.779
*
```

Values from the calculation:
- Kohn-Sham gap: 11.23 eV
- E_HOMO: -0.51613 Eh
- Energy relative to the best compared isomer or geometry (same formula, charge and spin): 58.8 kJ/mol

natural (NBO) atomic charge list, values in e, 8 entries: atom 1 (C): -0.60, atom 2 (C): -0.37, atom 3 (C): -0.44, atom 4 (C): -0.63, atom 5 (P): 1.92, atom 6 (C): -0.87, atom 7 (O): -0.94, atom 8 (N): -0.78

No. 6
ORCA calculation (ωB97M-V/def2-TZVPD) on a structure of composition C3H2OS4 at a distorted geometry.

Geometry as ORCA input:
```
! wB97M-V def2-TZVPD RIJCOSX def2/J DEFGRID3
* xyz 0 1
C 0.776 -0.818 -0.583
C -0.244 -0.345 0.522
C -0.485 1.150 0.343
H 0.980 -2.504 1.023
H -1.366 2.322 -1.241
O -1.465 1.288 -0.562
S 1.644 -2.230 -0.137
S 0.751 -0.031 -1.950
S -0.983 -1.221 1.662
S 0.392 2.391 0.922
*
```

Values from the calculation:
- Kohn-Sham gap: 7.17 eV
- E_HOMO: -0.33253 Eh
- Energy relative to the best compared isomer or geometry (same formula, charge and spin): 162.6 kJ/mol

natural (NBO) atomic charge list, values in e, 8 entries: atom 1 (C): -0.42, atom 2 (C): -0.22, atom 3 (C): 0.17, atom 4 (H): 0.15, atom 5 (H): 0.52, atom 6 (O): -0.67, atom 7 (S): 0.16, atom 8 (S): 0.15

No. 7
ORCA calculation (ωB97M-V/def2-TZVPD) on an isolated molecule of C4H6O2 at a distorted geometry.

Geometry as ORCA input:
```
! wB97M-V def2-TZVPD RIJCOSX def2/J DEFGRID3
* xyz 0 1
C -0.927 -1.163 -0.057
C 0.042 -0.102 0.393
C 1.461 -0.079 -0.050
O 1.686 -0.329 -1.214
C -0.200 1.331 0.084
O -0.483 0.791 1.357
H -1.127 -1.875 0.754
H -1.887 -0.704 -0.323
H -0.528 -1.702 -0.917
H 2.211 0.373 0.623
H 0.606 2.064 0.128
H -0.855 1.394 -0.777
*
```

Values from the calculation:
- Kohn-Sham gap: 10.80 eV
- E_HOMO: -0.36292 Eh
- Energy relative to the best compared isomer or geometry (same formula, charge and spin): 272.3 kJ/mol

natural (NBO) atomic charge list, values in e, 8 entries: atom 1 (C): -0.63, atom 2 (C): 0.11, atom 3 (C): 0.40, atom 4 (O): -0.56, atom 5 (C): -0.08, atom 6 (O): -0.44, atom 7 (H): 0.23, atom 8 (H): 0.22

No. 8
ORCA calculation (ωB97M-V/def2-TZVPD) on an isolated molecule of C6H9ClF3NO3 at a distorted geometry.

Geometry as ORCA input:
```
! wB97M-V def2-TZVPD RIJCOSX def2/J DEFGRID3
* xyz 0 1
C -2.171 0.861 0.503
C -1.114 0.060 -0.299
C -1.400 -1.443 -0.312
O -1.108 0.521 -1.660
C 0.278 0.254 0.410
C 1.609 -0.338 -0.641
Cl 2.545 1.081 -1.113
C 2.482 -1.245 0.196
F 3.526 -1.820 -0.450
F 2.972 -0.521 1.194
F 1.725 -2.223 0.668
N 0.542 1.681 0.749
O 0.907 1.972 1.863
O 0.382 2.458 -0.130
H -2.150 1.872 -0.004
H -2.028 0.999 1.570
H -3.079 0.500 0.294
H -0.876 -1.935 0.601
H -1.026 -1.669 -1.256
H -2.509 -1.611 -0.248
H -0.957 1.535 -1.757
H 0.398 -0.353 1.426
H 1.052 -0.635 -1.604
*
```

Values from the calculation:
- Kohn-Sham gap: 10.86 eV
- E_HOMO: -0.39751 Eh
- Energy relative to the best compared isomer or geometry (same formula, charge and spin): 47.9 kJ/mol

natural (NBO) atomic charge list, values in e, 8 entries: atom 1 (C): -0.63, atom 2 (C): 0.24, atom 3 (C): -0.63, atom 4 (O): -0.75, atom 5 (C): -0.11, atom 6 (C): -0.31, atom 7 (Cl): 0.01, atom 8 (C): 0.95